*one*
{
  "formula": "C24H32N6O4",
  "method": "ωB97M-V with the def2-TZVPD basis set",
  "homo_ev": -8.42,
  "multiplicity": 1,
  "smiles": "CCOC(=O)N1CCN(Cc2nc3c(c(=O)n(C)c(=O)n3C)n2CCCc2ccccc2)CC1",
  "species": ["C", "C", "O", "C", "O", "N", "C", "C", "N", "C", "C", "N", "C", "C", "C", "O", "N", "C", "C", "O", "N", "C", "N", "C", "C", "C", "C", "C", "C", "C", "C", "C", "C", "C", "H", "H", "H", "H", "H", "H", "H", "H", "H", "H", "H", "H", "H", "H", "H", "H", "H", "H", "H", "H", "H", "H", "H", "H", "H", "H", "H", "H", "H", "H", "H", "H"],
  "positions_angstrom": [[6.44850, 1.71956, 2.03810], [5.82516, 0.46320, 2.62976], [4.46837, 0.30348, 2.22042], [3.55674, 1.02020, 2.91919], [3.83288, 1.74524, 3.84668], [2.29455, 0.79244, 2.48919], [1.94442, 0.06510, 1.29276], [1.40007, 1.03491, 0.24272], [0.26026, 1.75581, 0.78777], [-0.37759, 2.59608, -0.21745], [-1.01362, 1.78650, -1.29240], [-0.53905, 1.72568, -2.52698], [-1.39742, 0.92910, -3.19676], [-2.41285, 0.49452, -2.35835], [-3.48015, -0.34182, -2.81509], [-4.42189, -0.75259, -2.16093], [-3.32757, -0.65504, -4.16804], [-4.33950, -1.50342, -4.77669], [-2.32007, -0.24299, -5.03102], [-2.31291, -0.58707, -6.19279], [-1.33789, 0.56999, -4.50633], [-0.26260, 1.04933, -5.34613], [-2.14621, 1.06568, -1.13421], [-2.91769, 0.84675, 0.06293], [-2.24630, -0.16939, 0.98912], [-2.14556, -1.55483, 0.34209], [-1.42842, -2.50673, 1.25550], [-0.11660, -2.88397, 1.00117], [0.56048, -3.72247, 1.87036], [-0.06945, -4.19659, 3.00736], [-1.38118, -3.83460, 3.26556], [-2.05384, -2.99539, 2.39632], [0.66298, 2.51858, 1.95807], [1.19838, 1.56394, 3.02569], [7.49719, 1.77181, 2.31616], [5.93755, 2.59836, 2.42339], [6.36758, 1.70672, 0.95351], [6.33214, -0.43520, 2.27084], [5.86512, 0.50313, 3.72293], [2.82274, -0.45383, 0.91395], [1.17194, -0.66767, 1.55163], [1.07215, 0.48225, -0.63941], [2.20039, 1.73044, -0.06416], [0.33964, 3.27890, -0.70057], [-1.14562, 3.19287, 0.28464], [-4.82681, -0.97096, -5.59288], [-5.06130, -1.75890, -4.00464], [-3.87379, -2.40313, -5.17745], [-0.23535, 2.13804, -5.31688], [-0.45035, 0.69880, -6.35888], [0.69012, 0.66260, -4.98415], [-3.89676, 0.47812, -0.25168], [-3.03609, 1.80035, 0.58508], [-2.83317, -0.23687, 1.90610], [-1.24804, 0.19485, 1.24064], [-1.59980, -1.47714, -0.60056], [-3.14977, -1.92287, 0.12029], [0.37698, -2.52711, 0.10742], [1.58128, -4.00527, 1.65830], [0.45705, -4.84992, 3.68705], [-1.88101, -4.20895, 4.14703], [-3.07927, -2.72112, 2.59899], [-0.20841, 3.04775, 2.35028], [1.44175, 3.26010, 1.71016], [1.56271, 2.11917, 3.89062], [0.40477, 0.87551, 3.33467]]
}

*two*
{
  "formula": "C24H32N6O4",
  "method": "ωB97M-V with the def2-TZVPD basis set",
  "homo_ev": -8.04,
  "multiplicity": 1,
  "smiles": "COc1ccc(OC)c([C@@H](c2nnnn2CCC(C)C)N2CCN(C(=O)c3ccco3)CC2)c1",
  "species": ["C", "O", "C", "C", "C", "C", "O", "C", "C", "C", "C", "N", "N", "N", "N", "C", "C", "C", "C", "C", "N", "C", "C", "N", "C", "O", "C", "C", "C", "C", "O", "C", "C", "C", "H", "H", "H", "H", "H", "H", "H", "H", "H", "H", "H", "H", "H", "H", "H", "H", "H", "H", "H", "H", "H", "H", "H", "H", "H", "H", "H", "H", "H", "H", "H", "H"],
  "positions_angstrom": [[-3.27296, -4.25349, 2.21821], [-2.79475, -4.67134, 0.96028], [-2.27024, -3.73245, 0.12695], [-1.87153, -4.17355, -1.13143], [-1.34442, -3.29075, -2.05258], [-1.19601, -1.94560, -1.73728], [-0.69097, -1.00287, -2.60309], [-0.35493, -1.40871, -3.90671], [-1.58218, -1.49545, -0.46854], [-1.35685, -0.04214, -0.11177], [-2.46884, 0.56503, 0.67246], [-3.54218, 0.01132, 1.18964], [-4.21592, 0.98251, 1.79194], [-3.62084, 2.09490, 1.67867], [-2.50584, 1.88770, 0.97898], [-1.58708, 2.93239, 0.63045], [-1.94629, 3.54146, -0.72711], [-0.92636, 4.58512, -1.19421], [0.39369, 3.93194, -1.59853], [-1.49895, 5.37324, -2.37077], [-0.10406, 0.21987, 0.61009], [1.08377, -0.05059, -0.17890], [2.30153, 0.51196, 0.55977], [2.40503, -0.10268, 1.85921], [3.34676, -0.95858, 2.32589], [3.26976, -1.43238, 3.45102], [4.51826, -1.31209, 1.50176], [5.63968, -1.95142, 1.97033], [6.48820, -2.14137, 0.86037], [5.82610, -1.61626, -0.20697], [4.63993, -1.11314, 0.16538], [1.20961, 0.11399, 2.64722], [-0.00264, -0.44247, 1.90046], [-2.10879, -2.38996, 0.44992], [-4.04358, -3.48341, 2.11917], [-3.70289, -5.14213, 2.67757], [-2.46203, -3.87733, 2.85041], [-1.99066, -5.21629, -1.37814], [-1.05397, -3.66647, -3.02042], [-1.21946, -1.82022, -4.43670], [-0.01681, -0.50735, -4.41679], [0.45555, -2.14470, -3.90343], [-1.27744, 0.51670, -1.05336], [-1.64928, 3.69416, 1.41103], [-0.58862, 2.49086, 0.61685], [-2.01537, 2.74829, -1.47570], [-2.93118, 4.00654, -0.64462], [-0.73767, 5.28046, -0.36888], [0.85620, 3.41536, -0.76176], [1.09153, 4.68573, -1.95513], [0.22970, 3.21379, -2.39940], [-0.78789, 6.12292, -2.70922], [-2.41854, 5.87862, -2.08597], [-1.71656, 4.70699, -3.20280], [0.98133, 0.43787, -1.14937], [1.23074, -1.13023, -0.34519], [3.20128, 0.35203, -0.02611], [2.16189, 1.59065, 0.70771], [5.81216, -2.23743, 2.98671], [7.45234, -2.60599, 0.85539], [6.08139, -1.54241, -1.24607], [1.33783, -0.39209, 3.60461], [1.08264, 1.18923, 2.81286], [-0.90744, -0.24249, 2.47768], [0.11289, -1.53296, 1.79260], [-2.42777, -2.01289, 1.40534]]
}

Result of the stability comparison: *one* is the most stable of them.

*one*
{
  "formula": "C3H3N3O",
  "method": "ωB97M-V with the def2-TZVPD basis set",
  "homo_ev": -8.27,
  "multiplicity": 1,
  "species": ["O", "C", "C", "N", "N", "C", "N", "H", "H", "H"],
  "positions_angstrom": [[0.56914, 2.05395, -1.43550], [-0.08949, 1.62782, -0.35198], [-1.81042, -1.45870, -0.44413], [-0.78687, -1.39439, 0.11396], [0.34620, -1.43194, 0.65968], [0.88350, -0.19080, 1.00067], [0.68389, 0.93765, 0.45912], [1.49355, 1.73117, -1.44412], [-2.87266, -1.60114, -0.38645], [1.58315, -0.27362, 1.82874]]
}

*two*
{
  "formula": "C3H3N3O",
  "method": "ωB97M-V with the def2-TZVPD basis set",
  "homo_ev": -9.70,
  "multiplicity": 1,
  "smiles": "N=C=CC=O.N#N",
  "species": ["N", "C", "C", "C", "O", "H", "H", "H", "N", "N"],
  "positions_angstrom": [[2.04732, -0.25639, 0.62508], [0.96988, -0.63245, 0.21405], [-0.21914, -1.09358, -0.14857], [-1.41867, -0.57629, 0.52169], [-1.42095, 0.30295, 1.36097], [2.43572, 0.59365, 0.22018], [-0.29600, -1.81327, -0.95544], [-2.36355, -1.05320, 0.19254], [0.67094, 2.13286, -1.01683], [-0.39832, 2.39506, -1.03162]]
}

Result of the stability comparison: *two* is the most stable of them.

*one*
{
  "formula": "C3H3N3O",
  "method": "ωB97M-V with the def2-TZVPD basis set",
  "homo_ev": -10.57,
  "multiplicity": 1,
  "smiles": "O=Cn1cnnc1",
  "species": ["O", "C", "N", "C", "N", "N", "C", "H", "H", "H"],
  "positions_angstrom": [[2.40627, -0.52620, -0.18769], [1.42470, 0.25985, -0.10917], [0.15848, -0.09729, 0.23296], [-0.62614, -1.27986, 0.07654], [-1.86320, -0.89588, -0.20781], [-1.86007, 0.46287, -0.24184], [-0.69586, 0.97469, 0.07088], [1.69950, 1.38302, -0.33252], [-0.26261, -2.24571, 0.32697], [-0.38106, 1.96452, 0.37168]]
}

*two*
{
  "formula": "C3H3N3O",
  "method": "ωB97M-V with the def2-TZVPD basis set",
  "homo_ev": -9.21,
  "multiplicity": 1,
  "smiles": "[H]/N=N\\[C@@H]1OC1=C=N",
  "species": ["H", "N", "N", "C", "O", "C", "C", "N", "H", "H"],
  "positions_angstrom": [[0.03133, 0.46197, -1.70859], [-0.79597, 1.08143, -1.85826], [-1.62258, 0.93363, -0.95424], [-1.32577, -0.04828, 0.07326], [-0.95366, 0.49599, 1.33481], [-0.00588, -0.23540, 0.61747], [1.24304, -0.55191, 0.75020], [2.38341, -0.96951, 0.97150], [-2.07643, -0.83724, 0.10321], [3.12252, -0.33068, 0.67064]]
}

*three*
{
  "formula": "C3H3N3O",
  "method": "ωB97M-V with the def2-TZVPD basis set",
  "homo_ev": -10.00,
  "multiplicity": 1,
  "species": ["C", "C", "C", "N", "N", "N", "O", "H", "H", "H"],
  "positions_angstrom": [[-0.74216, -0.37700, -0.99802], [-1.28891, -0.28775, 0.27237], [2.71936, -1.16507, -0.21961], [0.22553, 0.58630, -1.10624], [0.39744, 1.17044, 0.00677], [-0.50076, 0.74412, 0.81563], [2.89896, -0.43348, 0.60244], [-1.17399, -0.65270, -1.89330], [-2.08673, -0.77829, 0.76856], [-0.44873, 1.19342, 1.75141]]
}

*four*
{
  "formula": "C3H3N3O",
  "method": "ωB97M-V with the def2-TZVPD basis set",
  "homo_ev": -9.62,
  "multiplicity": 1,
  "species": ["O", "C", "N", "N", "C", "C", "N", "H", "H", "H"],
  "positions_angstrom": [[-0.94910, 0.65211, -1.06235], [-0.80766, 0.53185, 0.85515], [-0.84301, -0.76863, 1.12880], [0.27507, -1.37926, 0.39656], [0.90194, -0.56254, -0.34065], [0.28378, 0.89019, -0.63655], [0.13897, 1.32234, 0.83015], [-1.69053, -1.29119, 0.94483], [1.74535, -0.94884, -0.90795], [0.94519, 1.55396, -1.20801]]
}

Result of the stability comparison: *three* is the most stable of them.